Record 1
Computed, not measured: a structure of composition C42H46IN4O3PSTc in a non-equilibrium geometry, with wB97M-V/def2-TZVPD.

```
99
Properties=species:S:1:pos:R:3
Tc -1.124 0.271 1.650
C -2.820 4.809 0.547
C -3.730 3.652 0.844
N -4.995 3.983 1.073
C -5.909 3.101 1.509
C -5.577 1.735 1.623
C -6.757 0.848 1.927
O -6.809 -0.282 1.026
C -4.257 1.336 1.361
C -4.063 -0.093 1.473
N -2.935 -0.625 0.980
C -2.828 -1.959 0.626
C -3.839 -2.463 -0.235
C -4.098 -3.802 -0.377
C -3.299 -4.689 0.355
C -2.206 -4.221 1.094
C -1.948 -2.857 1.270
I -0.456 -2.248 2.682
C -3.248 2.298 1.142
O -1.947 2.039 1.075
H -3.495 5.629 0.324
H -2.060 4.553 -0.256
H -2.335 5.088 1.471
H -6.863 3.518 1.807
H -7.735 1.410 1.873
H -6.609 0.471 2.966
H -7.721 -0.455 0.795
H -4.896 -0.699 1.924
H -4.405 -1.628 -0.641
H -4.960 -4.106 -0.984
H -3.471 -5.771 0.298
H -1.507 -4.965 1.449
O -2.805 0.205 4.169
C -1.716 0.354 3.634
C -0.663 0.830 4.528
C -1.036 1.183 5.874
C -0.076 1.416 6.827
C 1.242 1.339 6.440
C 1.650 1.197 5.140
C 0.670 0.966 4.165
P 1.006 1.086 2.356
C 1.534 2.778 2.001
C 2.575 3.314 2.780
C 3.103 4.510 2.349
C 2.520 5.233 1.325
C 1.363 4.769 0.740
C 0.876 3.492 0.981
C 2.211 0.074 1.497
C 1.945 0.119 0.024
C 2.949 -0.715 -0.915
C 3.600 -1.807 -0.143
C 3.556 -1.884 1.243
C 2.960 -0.890 2.086
H -2.139 1.385 6.067
H -0.400 1.570 7.866
H 1.997 1.389 7.241
H 2.698 1.257 4.874
H 3.023 2.733 3.637
H 3.937 4.943 2.895
H 3.005 6.172 0.904
H 0.852 5.386 -0.012
H 0.048 3.062 0.382
H 1.968 1.135 -0.287
H 3.691 0.047 -1.262
H 4.117 -2.552 -0.707
H 4.111 -2.731 1.716
H 3.142 -0.917 3.155
C 3.267 2.089 -6.898
C 3.505 0.680 -6.324
C 4.130 0.601 -4.903
C 3.072 0.665 -3.737
N 2.555 -0.672 -3.418
C 2.304 -1.214 -2.189
S 0.027 -0.275 -0.261
N 1.646 -2.411 -2.168
C 0.683 -2.964 -3.084
C 0.236 -4.337 -2.686
C 1.062 -5.509 -3.219
C 2.580 -5.538 -3.022
H 3.342 2.131 -7.960
H 4.072 2.689 -6.470
H 2.348 2.592 -6.627
H 4.201 0.117 -6.999
H 2.576 0.110 -6.307
H 4.914 1.405 -4.892
H 4.710 -0.330 -4.819
H 2.260 1.299 -4.047
H 3.417 1.093 -2.775
H 2.214 -1.122 -4.241
H 1.531 -2.782 -1.229
H 1.184 -2.978 -4.071
H -0.161 -2.221 -3.142
H -0.777 -4.459 -3.072
H 0.227 -4.421 -1.558
H 0.876 -5.600 -4.294
H 0.487 -6.383 -2.864
H 3.097 -4.903 -3.792
H 2.963 -6.551 -3.124
H 2.838 -5.130 -2.047
```

Calculated values
Lowest unoccupied orbital energy (spin up / spin down) in eV: -5.70 / -7.84
<S²>: 3.772
Kohn-Sham gap (spin up / spin down) in eV: 6.49 / 4.38
HOMO energy (spin up / spin down) in eV: -12.188 / -12.225
Spin multiplicity: 4
Total charge: +2
F_max in eV/A: 4.59

Quick look at the Mulliken charges, all values in e: atom 1 (Tc): -0.79, atom 2 (C): -0.92, atom 3 (C): -0.13, atom 4 (N): -0.54, atom 5 (C): -1.29, atom 6 (C): 0.69, atom 7 (C): -0.84, atom 8 (O): -0.51, atom 9 (C): 0.99, atom 10 (C): -0.42, atom 11 (N): 0.37, atom 12 (C): -0.12, atom 13 (C): -0.49, atom 14 (C): -0.74, atom 15 (C): -0.77, atom 16 (C): -0.36, atom 17 (C): 0.55, atom 18 (I): 0.38, atom 19 (C): 0.40, atom 20 (O): -0.03, atom 21 (H): 0.42, atom 22 (H): 0.19, atom 23 (H): 0.23, atom 24 (H): 0.37, atom 25 (H): 0.46, atom 26 (H): 0.29, atom 27 (H): 0.33, atom 28 (H): 0.39, atom 29 (H): 0.55, atom 30 (H): 0.48, atom 31 (H): 0.39, atom 32 (H): 0.43, atom 33 (O): -0.45, atom 34 (C): 0.62, atom 35 (C): 0.59, atom 36 (C): -1.08, atom 37 (C): -0.78, atom 38 (C): -0.78, atom 39 (C): -0.85, atom 40 (C): 1.04, atom 41 (P): 1.39, atom 42 (C): 0.75, atom 43 (C): -0.53, atom 44 (C): -0.57, atom 45 (C): -0.72, atom 46 (C): -0.76, atom 47 (C): 0.14, atom 48 (C): 0.12, atom 49 (C): -0.61, atom 50 (C): 0.36, atom 51 (C): -1.37, atom 52 (C): -0.83, atom 53 (C): -0.20, atom 54 (H): 0.37, atom 55 (H): 0.43, atom 56 (H): 0.40, atom 57 (H): 0.47, atom 58 (H): -0.01, atom 59 (H): 0.43, atom 60 (H): 0.34, atom 61 (H): 0.39, atom 62 (H): 0.32, atom 63 (H): 0.48, atom 64 (H): 0.55, atom 65 (H): 0.57, atom 66 (H): 0.41, atom 67 (H): 0.45, atom 68 (C): -1.19, atom 69 (C): -0.33, atom 70 (C): -0.80, atom 71 (C): -0.65, atom 72 (N): -0.12, atom 73 (C): 0.02, atom 74 (S): 0.18, atom 75 (N): 0.36, atom 76 (C): -0.56, atom 77 (C): -0.47, atom 78 (C): -0.69, atom 79 (C): -1.01, atom 80 (H): 0.38, atom 81 (H): 0.29, atom 82 (H): 0.31, atom 83 (H): 0.34, atom 84 (H): 0.22, atom 85 (H): 0.42, atom 86 (H): 0.35, atom 87 (H): 0.38, atom 88 (H): 0.28, atom 89 (H): 0.18, atom 90 (H): 0.37, atom 91 (H): 0.36, atom 92 (H): 0.31, atom 93 (H): 0.32, atom 94 (H): 0.10, atom 95 (H): 0.36, atom 96 (H): 0.42, atom 97 (H): 0.25, atom 98 (H): 0.37, atom 99 (H): 0.21

Record 2
Computed, not measured: a structure of composition C42H46N6O4PtTe in a non-equilibrium geometry, with wB97M-V/def2-TZVPD.

```
100
Properties=species:S:1:pos:R:3
Pt 0.737 -0.311 -1.912
O -4.787 2.077 -5.570
N -4.648 0.876 -5.680
O -5.302 0.134 -6.366
C -3.601 0.259 -4.831
C -3.830 -0.999 -4.407
C -2.911 -1.642 -3.511
C -3.081 -2.948 -3.016
C -2.141 -3.471 -2.162
C -1.036 -2.697 -1.796
N -0.858 -1.466 -2.254
C -1.781 -0.937 -3.107
C -1.529 0.372 -3.612
N -0.369 0.941 -3.205
C -0.037 2.143 -3.633
C -0.868 2.847 -4.514
C -2.051 2.292 -4.937
C -2.421 1.009 -4.473
H -4.718 -1.520 -4.740
H -3.943 -3.530 -3.317
H -2.234 -4.473 -1.770
H -0.282 -3.081 -1.122
H 0.911 2.535 -3.291
H -0.563 3.823 -4.864
H -2.695 2.830 -5.614
C -5.585 -3.354 4.318
C -4.476 -2.500 3.785
C -3.422 -2.099 4.603
C -2.388 -1.301 4.139
C -1.292 -0.870 5.057
C -2.443 -0.927 2.788
Te -1.002 0.302 1.892
N 0.311 -0.495 0.256
C 1.028 -1.049 1.176
O 0.593 -0.845 2.420
C 2.238 -1.832 0.968
C 3.123 -2.026 2.030
C 4.295 -2.733 1.823
C 4.581 -3.252 0.567
C 3.696 -3.070 -0.491
C 2.523 -2.363 -0.290
C -0.397 2.113 2.779
C 0.440 2.300 3.886
C 1.171 1.253 4.682
C 0.627 3.620 4.293
C 0.045 4.705 3.656
C 0.272 6.105 4.136
C -0.754 4.464 2.538
C -0.994 3.185 2.076
C -1.890 3.006 0.874
C -3.497 -1.279 1.926
C -3.622 -0.798 0.501
C -4.493 -2.079 2.456
H -5.440 -3.593 5.369
H -5.648 -4.289 3.758
H -6.543 -2.845 4.209
H -3.406 -2.411 5.640
H -1.475 -1.224 6.069
H -1.233 0.219 5.096
H -0.329 -1.266 4.735
H 2.891 -1.623 3.006
H 4.983 -2.889 2.644
H 5.490 -3.820 0.415
H 3.909 -3.505 -1.458
H 1.809 -2.280 -1.119
H 1.192 0.276 4.214
H 0.730 1.157 5.674
H 2.200 1.581 4.828
H 1.266 3.793 5.151
H 0.842 6.126 5.062
H -0.680 6.611 4.304
H 0.816 6.680 3.385
H -1.208 5.301 2.021
H -2.153 3.978 0.462
H -2.836 2.515 1.129
H -1.402 2.445 0.069
H -2.667 -0.806 -0.038
H -4.035 0.213 0.459
H -4.303 -1.446 -0.048
H -5.320 -2.374 1.821
C 5.362 -0.716 -4.149
N 4.010 -0.334 -3.720
C 2.969 -0.358 -4.758
C 3.668 0.218 -2.545
O 2.458 0.678 -2.477
N 4.454 0.359 -1.470
C 5.859 -0.010 -1.274
C 3.900 0.953 -0.253
H 5.296 -1.075 -5.170
H 5.763 -1.525 -3.543
H 6.042 0.135 -4.147
H 3.365 -0.877 -5.624
H 2.675 0.649 -5.053
H 2.087 -0.897 -4.413
H 6.401 -0.145 -2.195
H 5.924 -0.919 -0.674
H 6.340 0.800 -0.727
H 2.817 0.972 -0.275
H 4.273 1.972 -0.132
H 4.232 0.356 0.597
```

Calculated values
Lowest unoccupied orbital energy (spin up / spin down) in eV: -8.69 / -10.39
<S²>: 0.786
Kohn-Sham gap (spin up / spin down) in eV: 7.50 / 5.80
HOMO energy (spin up / spin down) in eV: -16.183 / -16.185
Spin multiplicity: 2
Total charge: +3
F_max in eV/A: 1.38

Here are the Mulliken charges for atoms 1 to 99, given in e: atom 1 (Pt): 0.99, atom 2 (O): -0.55, atom 3 (N): 0.98, atom 4 (O): -0.53, atom 5 (C): 0.18, atom 6 (C): -1.01, atom 7 (C): 1.06, atom 8 (C): -0.63, atom 9 (C): -1.13, atom 10 (C): 0.07, atom 11 (N): 0.44, atom 12 (C): -0.60, atom 13 (C): 0.41, atom 14 (N): 0.17, atom 15 (C): -0.41, atom 16 (C): -0.96, atom 17 (C): -0.66, atom 18 (C): 0.49, atom 19 (H): 0.59, atom 20 (H): 0.54, atom 21 (H): 0.53, atom 22 (H): 0.37, atom 23 (H): 0.69, atom 24 (H): 0.49, atom 25 (H): 0.62, atom 26 (C): -1.58, atom 27 (C): 0.41, atom 28 (C): -1.13, atom 29 (C): 1.06, atom 30 (C): -0.91, atom 31 (C): 0.62, atom 32 (Te): 0.45, atom 33 (N): -0.55, atom 34 (C): 1.28, atom 35 (O): -0.53, atom 36 (C): 0.66, atom 37 (C): -0.63, atom 38 (C): -0.75, atom 39 (C): -0.75, atom 40 (C): -1.08, atom 41 (C): 0.24, atom 42 (C): 0.75, atom 43 (C): 1.13, atom 44 (C): -1.61, atom 45 (C): -0.84, atom 46 (C): 0.45, atom 47 (C): -1.58, atom 48 (C): -0.89, atom 49 (C): 0.92, atom 50 (C): -1.99, atom 51 (C): 0.80, atom 52 (C): -1.68, atom 53 (C): -0.91, atom 54 (H): 0.37, atom 55 (H): 0.38, atom 56 (H): 0.38, atom 57 (H): 0.41, atom 58 (H): 0.44, atom 59 (H): 0.20, atom 60 (H): 0.17, atom 61 (H): 0.44, atom 62 (H): 0.48, atom 63 (H): 0.48, atom 64 (H): 0.50, atom 65 (H): 0.11, atom 66 (H): -0.29, atom 67 (H): 0.44, atom 68 (H): 0.63, atom 69 (H): 0.46, atom 70 (H): 0.38, atom 71 (H): 0.39, atom 72 (H): 0.36, atom 73 (H): 0.45, atom 74 (H): 0.47, atom 75 (H): 0.35, atom 76 (H): 0.33, atom 77 (H): 0.09, atom 78 (H): 0.38, atom 79 (H): 0.42, atom 80 (H): 0.49, atom 81 (C): -1.21, atom 82 (N): 0.18, atom 83 (C): -0.53, atom 84 (C): 0.36, atom 85 (O): -0.98, atom 86 (N): 0.28, atom 87 (C): -0.97, atom 88 (C): -1.01, atom 89 (H): 0.34, atom 90 (H): 0.39, atom 91 (H): 0.43, atom 92 (H): 0.39, atom 93 (H): 0.27, atom 94 (H): 0.05, atom 95 (H): 0.38, atom 96 (H): 0.30, atom 97 (H): 0.36, atom 98 (H): -0.04, atom 99 (H): 0.44